*1*
# C8H15N

A single C8H15N molecule (ωB97M-V/def2-TZVPD, the OMol25 dataset).

Values from the calculation:
E_HOMO	-8.981	eV
total charge	0
gap between HOMO and LUMO	0.3656	hartree
LUMO energy	0.966	eV
structure (SMILES)	C=N[C@@]1(CC)CC1(C)C

Atoms and positions in Å:
C  -0.940  -1.951  -1.545
N  -0.136  -1.643  -0.613
C  0.343  -0.337  -0.510
C  1.790  -0.340  0.024
C  1.757  -0.854  1.456
C  0.123  0.791  -1.515
C  -0.656  0.821  -0.210
C  -0.352  1.840  0.978
C  -2.041  0.306  0.214
H  -1.266  -2.913  -1.352
H  -1.364  -1.515  -2.424
H  2.432  -0.972  -0.561
H  2.330  0.524  0.027
H  2.022  -0.116  2.241
H  2.460  -1.608  1.478
H  0.725  -1.204  1.831
H  -0.514  0.617  -2.376
H  0.825  1.662  -1.665
H  -0.315  1.459  1.948
H  -0.998  2.608  0.830
H  0.714  2.256  0.791
H  -2.029  -0.274  1.203
H  -2.316  -0.353  -0.638
H  -2.594  1.198  0.387

*2*
# C8H15N

A single C8H15N molecule (ωB97M-V/def2-TZVPD, the OMol25 dataset).

Values from the calculation:
E_HOMO	-7.790	eV
total charge	0
gap between HOMO and LUMO	0.3236	hartree
LUMO energy	1.016	eV
structure (SMILES)	C[C@H]1[C@@]2(C)CCC[C@]12N

Atoms and positions in Å:
C  1.549  -0.316  2.249
C  0.367  -0.606  1.366
C  -0.467  0.310  0.487
C  -2.012  -0.043  0.590
C  -0.381  1.435  -0.502
C  -0.501  0.628  -1.848
C  -0.273  -0.882  -1.492
C  0.513  -0.676  -0.168
N  1.790  -0.082  -0.501
H  2.112  0.520  1.823
H  2.215  -1.158  2.251
H  1.199  -0.211  3.313
H  -0.296  -1.341  1.787
H  -2.564  0.065  -0.381
H  -2.398  0.769  1.324
H  -2.174  -1.028  1.003
H  -1.224  2.122  -0.419
H  0.538  2.019  -0.350
H  -1.527  0.777  -2.281
H  0.187  0.996  -2.629
H  -1.215  -1.352  -1.336
H  0.273  -1.440  -2.229
H  1.798  0.381  -1.497
H  2.490  -0.885  -0.563

*3*
# C8H15N

A molecular structure, C8H15N (ωB97M-V/def2-TZVPD, the OMol25 dataset).

Values from the calculation:
E_HOMO	-8.189	eV
total charge	0
gap between HOMO and LUMO	0.3415	hartree
LUMO energy	1.104	eV

Atoms and positions in Å:
C  -1.731  0.556  -0.413
C  -0.828  1.743  0.125
C  0.720  1.689  -0.302
C  1.613  0.490  0.215
C  0.768  -0.279  1.134
C  0.470  -1.011  -0.147
C  1.876  -0.768  -0.614
C  -1.764  -0.842  0.217
H  -1.849  0.588  -1.515
H  -2.821  0.823  -0.184
H  -1.278  2.704  -0.206
H  -1.049  1.687  1.268
H  1.090  2.663  -0.156
H  0.679  1.425  -1.412
H  2.491  0.871  0.608
H  0.041  0.268  1.794
H  1.297  -1.030  1.739
H  0.030  -0.287  -0.896
H  2.692  -1.430  -0.219
H  2.019  -0.720  -1.706
H  -0.944  -2.315  -1.032
H  -1.748  -0.755  1.308
H  -2.711  -1.306  0.047
N  -0.669  -1.808  -0.103

*4*
# C8H15N

A molecular structure, C8H15N (ωB97M-V/def2-TZVPD, the OMol25 dataset).

Values from the calculation:
E_HOMO	-8.721	eV
total charge	0
gap between HOMO and LUMO	0.3599	hartree
LUMO energy	1.072	eV

Atoms and positions in Å:
C  -1.034  1.633  1.049
C  0.099  1.903  0.026
C  1.318  -0.311  0.783
C  1.781  -1.536  -0.067
C  0.226  -1.560  -0.557
C  -0.009  -1.312  0.962
C  0.102  -0.210  -1.313
C  -1.228  0.007  -1.125
H  -1.309  2.618  1.496
H  -0.592  1.033  1.826
H  -1.803  1.199  0.422
H  -0.354  2.359  -0.989
H  0.859  2.850  0.412
H  1.696  0.024  1.643
H  2.417  -2.376  0.268
H  2.288  -1.156  -0.761
H  0.050  -2.446  -1.253
H  -0.884  -0.950  1.410
H  0.210  -2.408  1.317
H  0.382  -0.331  -2.478
H  -2.030  1.150  -0.712
H  -1.462  -0.520  0.086
H  -1.768  -0.364  -2.116
N  1.043  0.704  -0.330

Which is the most stable structure? *2* is the most stable.

*1*
# C3H9N2O

2 unconnected molecules or ions with the total composition C3H9N2O (ωB97M-V/def2-TZVPD, the OMol25 dataset).

Values from the calculation:
E_HOMO	-14.791	eV
total charge	+1
gap between HOMO and LUMO	0.4331	hartree
LUMO energy	-3.006	eV

Atoms and positions in Å:
C  0.023  0.530  -1.859
N  -1.188  1.032  -2.106
O  0.283  -0.659  -1.669
H  0.818  1.283  -1.796
H  -1.928  0.468  -2.487
H  -1.224  2.005  -2.336
C  -0.084  -0.361  1.705
C  0.708  0.677  1.905
N  0.332  -1.454  0.823
H  -1.049  -0.490  2.171
H  0.353  1.558  2.415
H  1.711  0.649  1.494
H  0.321  -1.173  -0.220
H  1.254  -1.846  1.012
H  -0.330  -2.218  0.948

*2*
# C3H9N2O

2 unconnected molecules or ions with the total composition C3H9N2O (ωB97M-V/def2-TZVPD, the OMol25 dataset).

Values from the calculation:
E_HOMO	-12.640	eV
total charge	+1
gap between HOMO and LUMO	0.2994	hartree
LUMO energy	-4.493	eV

Atoms and positions in Å:
C  -1.682  0.416  -0.271
C  -3.052  0.076  0.172
C  2.776  -0.715  -0.142
N  -0.569  0.076  0.291
N  2.954  0.514  0.113
O  0.592  0.407  -0.087
H  -1.541  1.194  -1.006
H  -3.282  -0.396  1.108
H  -3.378  -0.799  -0.406
H  -3.770  0.786  -0.201
H  3.196  -1.148  -1.131
H  2.163  -1.479  0.496
H  3.376  0.969  -0.661
H  -0.521  -0.836  0.755
H  2.739  0.936  0.969

*3*
# C3H9N2O

A gas-phase ion, C3H9N2O (charge +1) (ωB97M-V/def2-TZVPD, the OMol25 dataset).

Values from the calculation:
E_HOMO	-14.405	eV
total charge	+1
gap between HOMO and LUMO	0.3899	hartree
LUMO energy	-3.795	eV
structure (SMILES)	C[C@H]1O[C@]1(N)[NH3+]

Atoms and positions in Å:
C  2.045  0.139  -0.053
C  0.694  -0.675  -0.147
O  0.010  -1.088  1.067
C  -0.621  -0.092  0.368
N  -0.780  1.192  0.841
N  -1.833  -0.610  -0.395
H  2.439  0.275  -1.039
H  2.786  -0.522  0.415
H  1.769  1.022  0.505
H  0.585  -1.373  -0.960
H  -0.787  1.773  0.088
H  -0.409  1.536  1.672
H  -2.488  -0.815  0.432
H  -1.799  -1.307  -1.170
H  -2.364  0.222  -0.715

Which is the most stable structure? *1* is the most stable.

*1*
# C3H8OSi

A single C3H8OSi molecule (ωB97M-V/def2-TZVPD, the OMol25 dataset).

Values from the calculation:
E_HOMO	-9.251	eV
total charge	0
gap between HOMO and LUMO	0.3692	hartree
LUMO energy	0.795	eV
structure (SMILES)	C=C(C)O[SiH3]

Atoms and positions in Å:
C  1.244  -1.075  -1.192
C  0.588  -0.230  -0.380
C  1.031  1.149  0.029
O  -0.701  -0.598  0.269
Si  -2.034  0.306  -0.067
H  0.652  -1.996  -1.514
H  2.150  -0.730  -1.601
H  2.079  1.023  0.271
H  0.866  1.811  -0.867
H  0.427  1.375  0.936
H  -1.645  1.708  0.439
H  -1.909  0.210  -1.576
H  -2.884  -0.397  0.858

*2*
# C3H8OSi

2 unconnected molecules or ions with the total composition C3H8OSi (ωB97M-V/def2-TZVPD, the OMol25 dataset).

Values from the calculation:
E_HOMO	-9.468	eV
total charge	0
gap between HOMO and LUMO	0.3474	hartree
LUMO energy	-0.014	eV

Atoms and positions in Å:
C  -1.097  1.754  -0.893
C  -0.134  0.849  -0.805
C  -0.340  -0.250  0.203
O  0.063  -1.877  -0.867
Si  0.955  -1.013  1.306
H  -0.942  2.687  -1.532
H  -1.958  1.699  -0.327
H  0.771  0.907  -1.293
H  -1.391  -0.267  0.581
H  0.393  -1.334  -1.544
H  0.500  -2.152  2.060
H  0.870  0.170  2.185
H  2.310  -1.174  0.925

*3*
# C3H8OSi

2 unconnected molecules or ions with the total composition C3H8OSi (ωB97M-V/def2-TZVPD, the OMol25 dataset).

Values from the calculation:
E_HOMO	-8.158	eV
total charge	0
gap between HOMO and LUMO	0.3180	hartree
LUMO energy	0.495	eV

Atoms and positions in Å:
C  0.505  -1.987  0.314
C  0.589  -1.555  -0.941
C  -0.677  1.682  1.120
O  0.149  1.359  -1.482
Si  0.900  1.513  -0.038
H  1.264  -1.929  0.987
H  -0.374  -2.642  0.781
H  -0.209  -1.771  -1.581
H  1.469  -1.167  -1.397
H  -1.187  2.688  0.800
H  -1.322  0.929  0.976
H  -0.445  1.875  2.208
H  -0.663  1.005  -1.749

Which is the most stable structure? *1* is the most stable.

*1*
# C4H13N3

2 unconnected molecules or ions with the total composition C4H13N3 (ωB97M-V/def2-TZVPD, the OMol25 dataset).

Values from the calculation:
E_HOMO	-16.974	eV
total charge	+2
gap between HOMO and LUMO	0.2857	hartree
LUMO energy	-9.199	eV

Atoms and positions in Å:
C  -1.926  -0.121  1.295
C  -0.677  0.435  0.655
C  0.507  -0.060  1.356
N  3.489  -0.453  -2.323
C  2.284  -0.351  -1.777
N  1.770  -0.447  -0.388
N  -3.288  0.589  0.674
H  -2.017  -1.231  1.025
H  -1.857  0.098  2.444
H  -0.564  -0.072  -0.389
H  -0.964  1.519  0.430
H  0.385  -1.036  1.650
H  1.262  0.678  1.689
H  4.449  -0.256  -2.023
H  3.449  -0.371  -3.432
H  1.618  -0.107  -2.578
H  2.576  -0.830  0.025
H  -3.421  1.383  1.224
H  -4.050  -0.103  0.789
H  -3.024  0.736  -0.347

*2*
# C4H13N3

2 unconnected molecules or ions with the total composition C4H13N3 (ωB97M-V/def2-TZVPD, the OMol25 dataset).

Values from the calculation:
E_HOMO	-16.633	eV
total charge	+2
gap between HOMO and LUMO	0.2881	hartree
LUMO energy	-8.793	eV

Atoms and positions in Å:
C  -0.279  1.343  -0.403
C  -0.730  -0.044  -0.739
C  0.610  -0.775  -0.698
C  0.993  -1.800  0.140
N  0.990  -1.559  1.606
N  1.332  -0.734  -1.855
N  -1.737  2.208  0.754
H  0.257  1.499  0.515
H  -0.103  2.022  -1.238
H  -1.167  -0.073  -1.730
H  -1.440  -0.473  -0.039
H  1.123  -2.850  -0.087
H  1.719  -2.109  2.064
H  1.171  -0.589  1.868
H  0.056  -1.700  2.025
H  2.295  -1.023  -1.840
H  0.933  -0.684  -2.782
H  -1.889  2.468  1.731
H  -2.571  1.758  0.394
H  -1.562  3.112  0.313

Which is the most stable structure? *2* is the most stable.